Entry 1:
Density functional theory data (the ωB97M-V functional and the def2-TZVPD basis) for one molecule with the formula C3H9NO.

Geometry (Å):
C -0.53974 -0.99848 -0.93155
C 0.51018 -0.19717 -0.12629
N 1.18156 -0.95072 0.83699
C -0.25670 1.05799 0.40805
O -0.38562 2.01519 -0.54119
H -0.15262 -1.86872 -1.35441
H -1.06301 -1.53026 -0.36176
H -1.17584 -0.64087 -1.72673
H 1.31208 0.15369 -1.00595
H 0.71571 -1.41455 1.68134
H 2.01066 -0.48017 1.00706
H -1.41783 0.88072 0.87062
H 0.05010 1.21767 1.24179
H -0.78892 2.75567 0.00202

- structure (SMILES) = C[C@H](N)CO
- frontier orbital gap (eV) = 9.955

natural (NBO) population analysis, charges in e, atoms 1 to 8: atom 1 (C): -0.63, atom 2 (C): -0.05, atom 3 (N): -0.86, atom 4 (C): -0.01, atom 5 (O): -0.69, atom 6 (H): 0.21, atom 7 (H): 0.19, atom 8 (H): 0.22

---

Entry 2:
Density functional theory data (the ωB97M-V functional and the def2-TZVPD basis) for one molecule with the formula C5H9N3O2.

Geometry (Å):
H 0.31400 1.39854 -1.93376
N 0.48981 0.46189 -2.29013
C -0.22627 -0.43099 -1.69418
O 0.10488 -1.64215 -2.11628
C -0.79369 -0.37309 -0.29873
C -1.79318 0.78617 -0.07219
N -1.79714 1.03350 1.36605
C -0.42614 0.82178 1.82145
C 0.19355 -0.13447 0.82542
N 1.34738 -0.66206 0.85854
O 2.05653 -0.29558 1.98584
H 1.00216 -1.30141 -2.67616
H -1.30027 -1.33414 -0.11780
H -2.80051 0.55062 -0.43216
H -1.44501 1.68919 -0.59768
H -2.41367 0.36880 1.82353
H -0.38849 0.43508 2.84807
H 0.14800 1.76379 1.80376
H 2.95305 -0.60293 1.82138

- structure (SMILES) = [H]/N=C(/O)[C@@H]1CNC/C1=N\O
- frontier orbital gap (eV) = 10.160

natural (NBO) population analysis, charges in e, atoms 1 to 8: atom 1 (H): 0.34, atom 2 (N): -0.74, atom 3 (C): 0.58, atom 4 (O): -0.67, atom 5 (C): -0.36, atom 6 (C): -0.21, atom 7 (N): -0.60, atom 8 (C): -0.30

---

Entry 3:
Density functional theory data (the ωB97M-V functional and the def2-TZVPD basis) for one molecule with the formula C18H26N6O4.

Geometry (Å):
C -3.40416 2.08112 -4.08384
C -2.90927 2.49644 -2.73758
N -2.91616 3.76903 -2.37665
N -2.35528 3.78212 -1.15495
C -2.01071 2.55596 -0.71043
C -1.34973 2.31451 0.60383
C -2.34555 1.68374 -1.72384
C -2.11565 0.21019 -1.71626
C -0.69800 -0.36185 -1.69369
O -0.57357 -1.56076 -1.50062
N 0.40845 0.44394 -1.81802
C 0.46664 1.65731 -2.63251
C 1.42323 1.49265 -3.80806
O 1.16411 1.88588 -4.92642
N 2.57260 0.86610 -3.46113
C 2.84669 0.60079 -2.06285
C 1.68795 -0.18065 -1.45840
C 1.80198 -0.17284 0.06960
O 2.15291 0.83395 0.67264
N 1.46279 -1.32191 0.66978
C 1.45709 -1.46115 2.10489
C 0.36175 -0.65883 2.80031
C 0.47402 -0.92338 4.29236
C 0.24383 -2.39462 4.58525
N 0.97662 -3.28513 3.68889
C 0.85599 -4.69820 4.00153
C 1.35580 -2.95239 2.42611
O 1.64763 -3.78659 1.58560
H -3.84394 1.08417 -4.05495
H -4.15788 2.78143 -4.43811
H -2.58974 2.06607 -4.81219
H -2.26938 4.65475 -0.66498
H -1.76818 1.42671 1.08075
H -0.27533 2.14825 0.49003
H -1.49408 3.15720 1.28077
H -2.57471 -0.25019 -0.83770
H -2.60891 -0.25915 -2.57009
H -0.50237 1.88549 -3.05101
H 0.78550 2.51515 -2.03049
H 3.28410 0.76567 -4.16599
H 3.75400 0.00547 -1.98109
H 3.00383 1.52029 -1.49541
H 1.69313 -1.20238 -1.83957
H 1.17370 -2.11637 0.11689
H 2.42520 -1.11954 2.48840
H 0.48835 0.39673 2.56455
H -0.61543 -0.98188 2.42537
H 1.46691 -0.62385 4.63867
H -0.25236 -0.33701 4.85617
H 0.54267 -2.63323 5.60815
H -0.82719 -2.62221 4.50461
H 1.57633 -5.25982 3.41576
H 1.04941 -4.84275 5.06425
H -0.14565 -5.07447 3.77164

- structure (SMILES) = Cc1n[nH]c(C)c1CC(=O)N1CC(=O)NC[C@H]1C(=O)N[C@H]1CCCN(C)C1=O
- frontier orbital gap (eV) = 9.439

natural (NBO) population analysis, charges in e, atoms 1 to 8: atom 1 (C): -0.65, atom 2 (C): 0.15, atom 3 (N): -0.28, atom 4 (N): -0.35, atom 5 (C): 0.23, atom 6 (C): -0.67, atom 7 (C): -0.20, atom 8 (C): -0.51

---

Entry 4:
Density functional theory data (the ωB97M-V functional and the def2-TZVPD basis) for one molecule with the formula C17H23NO5.

Geometry (Å):
C -6.58229 -1.02529 -0.25545
C -5.93300 0.33628 -0.47023
C -4.53170 0.39830 0.13176
C -3.88239 1.76410 -0.07576
C -2.47532 1.81654 0.51808
C -1.50691 0.97155 -0.29454
O -1.57681 0.84253 -1.49561
N -0.53832 0.37700 0.44914
C 0.53461 -0.38981 -0.14135
C 0.55271 -1.82579 0.43170
C 1.73577 -2.55189 -0.16628
O 1.77136 -3.04009 -1.26212
O 2.77254 -2.54491 0.68018
C 3.98772 -3.09481 0.18987
C 1.88734 0.25563 0.06510
C 2.30772 0.63395 1.33111
C 3.56782 1.18145 1.55821
C 4.39121 1.32471 0.46951
C 3.97832 0.94232 -0.80820
C 2.73392 0.41045 -1.03639
O 4.98764 1.18236 -1.70086
C 6.04299 1.74494 -0.95178
O 5.66712 1.81708 0.40734
H -5.98474 -1.80798 -0.71744
H -6.67053 -1.24412 0.80693
H -7.57719 -1.04908 -0.69389
H -5.87106 0.54409 -1.54020
H -6.55583 1.11148 -0.01694
H -3.90618 -0.36609 -0.33380
H -4.58930 0.17943 1.20197
H -3.81084 1.96958 -1.14482
H -4.50130 2.53815 0.38323
H -2.10304 2.84415 0.48719
H -2.48833 1.48822 1.55910
H -0.48970 0.55755 1.43856
H 0.31003 -0.43862 -1.21214
H 0.66295 -1.79397 1.51525
H -0.36931 -2.33663 0.15624
H 3.82292 -4.10673 -0.18508
H 4.37592 -2.47624 -0.62182
H 4.67937 -3.10199 1.02801
H 1.65284 0.49781 2.17830
H 3.88908 1.47374 2.54353
H 2.42551 0.11644 -2.02568
H 6.94252 1.11707 -1.05253
H 6.26415 2.75711 -1.32744

- structure (SMILES) = CCCCCC(=O)N[C@H](CC(=O)OC)c1ccc2c(c1)OCO2
- frontier orbital gap (eV) = 8.893

natural (NBO) population analysis, charges in e, atoms 1 to 8: atom 1 (C): -0.60, atom 2 (C): -0.39, atom 3 (C): -0.39, atom 4 (C): -0.39, atom 5 (C): -0.49, atom 6 (C): 0.69, atom 7 (O): -0.63, atom 8 (N): -0.62

---

Entry 5:
Density functional theory data (the ωB97M-V functional and the def2-TZVPD basis) for C31H23N9ReS as an isolated structure.

Geometry (Å):
Re -0.26236 0.22487 0.59371
C -1.86406 2.77993 -2.52346
C -2.86779 2.06382 -3.17840
C -3.10161 0.77558 -2.78252
C -2.35519 0.19466 -1.74599
N -1.38132 0.88545 -1.10520
C -1.16119 2.16929 -1.52329
N -2.70527 -1.09754 -1.47228
C -2.12268 -1.86988 -0.64208
N -1.02609 -1.59014 0.19624
C -0.68441 -2.79422 0.83705
N 0.29517 -3.02823 1.62073
C 1.27863 -2.14120 1.95418
C 2.31233 -2.70576 2.71890
C 3.38419 -1.95449 3.11350
C 3.42113 -0.61215 2.72894
C 2.39093 -0.10780 1.98783
N 1.30173 -0.83561 1.59179
C -1.64913 -3.82543 0.45734
C -1.75404 -5.14757 0.85386
C -2.79047 -5.88416 0.29550
C -3.67670 -5.31392 -0.62374
C -3.55806 -3.98697 -1.01593
C -2.52402 -3.26247 -0.44835
H -1.62582 3.79907 -2.78634
H -3.44509 2.51038 -3.97499
H -3.85908 0.15675 -3.23851
H -0.38374 2.70962 -1.01662
H 2.21214 -3.75086 2.96908
H 4.17872 -2.39048 3.70172
H 4.24300 0.03431 2.99634
H 2.41374 0.92058 1.68105
H -1.06210 -5.58095 1.56053
H -2.91843 -6.92128 0.57378
H -4.46977 -5.92293 -1.03543
H -4.23526 -3.53964 -1.72829
S -1.42614 1.03726 2.23021
C -0.60170 2.53998 2.51393
N -1.18162 3.29875 3.44659
N -0.75081 4.41559 3.84028
C 0.47786 5.12691 3.63939
C 0.37238 6.50782 3.56340
C 1.53243 7.26362 3.47298
C 2.76775 6.63382 3.48832
C 2.85165 5.25018 3.60311
C 1.70464 4.48043 3.67630
N 0.42135 2.91019 1.72769
N 0.69613 2.04518 0.82718
C 1.76214 2.41167 -0.05698
C 2.10458 1.49824 -1.04871
C 3.12718 1.79204 -1.93537
C 3.80083 3.00136 -1.82544
C 3.45174 3.90972 -0.83358
C 2.43234 3.62624 0.05928
H -1.38539 4.85755 4.49919
H -0.59657 6.98876 3.57044
H 1.46590 8.33943 3.40550
H 3.67284 7.22191 3.43132
H 3.81936 4.77158 3.65262
H 1.76971 3.40855 3.79753
H 1.59235 0.54126 -1.15831
H 3.39519 1.08296 -2.70569
H 4.59885 3.23783 -2.51498
H 3.97871 4.85044 -0.75504
H 2.15960 4.33012 0.83071

- net charge = +2
- frontier orbital gap (spin up / spin down) (eV) = 5.959 / 5.856
- ⟨S²⟩ = 0.81
- multiplicity = 2

natural (NBO) population analysis, charges in e, atoms 1 to 8: atom 1 (Re): 1.16, atom 2 (C): -0.24, atom 3 (C): -0.09, atom 4 (C): -0.21, atom 5 (C): 0.40, atom 6 (N): -0.55, atom 7 (C): 0.06, atom 8 (N): -0.48

---

Entry 6:
Density functional theory data (the ωB97M-V functional and the def2-TZVPD basis) for a 2-piece molecular cluster, C3H7O4 overall.

Geometry (Å):
O 2.32353 2.36199 0.63935
O 3.44725 2.81046 1.00565
C -2.41392 -1.08806 0.59141
O -1.58488 -0.23886 -0.21724
C -0.22840 -0.48946 -0.15164
O 0.33939 0.54482 -1.01561
C 1.63174 0.59303 -1.13247
H -3.42093 -0.70948 0.39036
H -2.34071 -2.15291 0.32409
H -2.18081 -1.02021 1.66499
H 0.19302 -0.34729 0.86188
H 0.04541 -1.47416 -0.58003
H 1.97725 1.35052 -1.81768
H 2.21208 -0.14039 -0.56307

- frontier orbital gap (spin up / spin down) (eV) = 7.475 / 9.405
- ⟨S²⟩ = 3.76
- multiplicity = 4

natural (NBO) population analysis, charges in e, atoms 1 to 8: atom 1 (O): 0.01, atom 2 (O): -0.01, atom 3 (C): -0.26, atom 4 (O): -0.52, atom 5 (C): 0.24, atom 6 (O): -0.49, atom 7 (C): -0.13, atom 8 (H): 0.21

---

Entry 7:
Density functional theory data (the ωB97M-V functional and the def2-TZVPD basis) for a 4-piece molecular cluster, C22H43N2O12S3 overall.

Geometry (Å):
C -3.18769 -1.63931 2.23461
C -2.36835 -1.48192 0.84947
C -1.28612 -2.65697 0.64329
O -1.46892 -3.69423 1.34727
O -0.20842 -2.55550 -0.30362
C 1.04933 -2.28072 0.40492
C 1.60791 -0.81493 -0.03760
N 2.49157 -0.36795 1.07152
C 3.09759 0.96848 0.81257
C 2.02399 2.10697 0.46916
N 1.71571 2.27511 -0.97833
C 0.97808 3.59412 -1.06412
C 3.76872 1.41372 2.22787
O 4.54846 0.31269 2.80383
O 4.84162 0.56892 4.11258
C 4.33422 0.88616 -0.22516
O 4.67037 1.80879 -1.03415
O 5.13141 -0.26566 -0.20408
H -3.88627 -0.75100 2.43664
H -2.47871 -1.73305 3.13713
H -3.87401 -2.56778 2.23333
H -3.14097 -1.57021 0.00983
H -1.89442 -0.44605 0.82288
H 1.82966 -3.10478 0.29310
H 0.75875 -2.15637 1.51729
H 0.66666 -0.17427 -0.17689
H 2.17862 -0.97749 -1.03149
H 3.20534 -1.10287 1.17287
H 2.38381 3.12466 0.86360
H 1.06578 1.84920 1.07365
H 1.05692 1.56855 -1.33129
H 0.17715 3.64248 -0.24306
H 0.52131 3.71080 -2.10895
H 1.69644 4.47826 -0.92475
H 2.97405 1.75020 2.98679
H 4.51299 2.28220 2.10122
H 4.88819 1.54215 4.26427
C 9.69175 2.46829 -1.81358
C 8.35653 1.72304 -1.87672
C 7.93330 1.41558 -0.44030
S 8.65779 2.69412 0.57946
O 9.63922 2.08870 1.45438
O 7.61237 3.56040 1.07812
C 9.51940 3.53369 -0.73997
H 9.95682 2.90938 -2.77750
H 10.48916 1.77390 -1.52808
H 7.60502 2.36109 -2.35289
H 8.43214 0.80846 -2.46879
H 6.84641 1.43366 -0.32895
H 8.32506 0.45424 -0.10475
H 10.46570 3.93157 -0.37317
H 8.88008 4.34671 -1.09116
C -5.90780 -5.69166 0.65491
C -7.34174 -5.88707 1.15263
C -8.04431 -4.53010 1.07215
S -7.23916 -3.62793 -0.24727
O -6.56127 -2.48651 0.32308
O -8.14795 -3.50602 -1.36559
C -6.02259 -4.87653 -0.62637
H -5.40591 -6.64515 0.47969
H -5.32998 -5.13717 1.40130
H -7.85621 -6.60716 0.50786
H -7.36579 -6.28331 2.17022
H -9.10451 -4.63849 0.84123
H -7.92104 -3.96050 1.99483
H -5.08513 -4.40528 -0.92118
H -6.41269 -5.48421 -1.44590
C -5.32389 3.17744 -1.11533
C -6.12215 2.13166 -1.89679
C -5.11836 1.25959 -2.65346
S -3.60709 1.29004 -1.69526
O -2.58590 1.95811 -2.46721
O -3.39538 -0.00999 -1.09694
C -4.19288 2.41368 -0.43926
H -5.94598 3.70088 -0.38639
H -4.91345 3.92099 -1.80628
H -6.69409 1.51296 -1.19771
H -6.83516 2.59623 -2.58164
H -5.46764 0.23057 -2.74481
H -4.89939 1.66707 -3.64188
H -3.37840 3.05677 -0.10656
H -4.56568 1.81585 0.39561

- net charge = -1
- frontier orbital gap (eV) = 6.001

Mulliken population analysis, charges in e, atoms 1 to 8: atom 1 (C): -0.87, atom 2 (C): 0.38, atom 3 (C): 0.42, atom 4 (O): -0.59, atom 5 (O): -0.35, atom 6 (C): -0.62, atom 7 (C): 0.18, atom 8 (N): -0.33

---

Entry 8:
Density functional theory data (the ωB97M-V functional and the def2-TZVPD basis) for a 4-piece molecular cluster, C36H76F7N4O5S overall.

Geometry (Å):
C 7.80106 -2.34766 5.46124
C 6.18961 -2.48707 5.06687
C 5.48287 -1.01848 4.77907
C 4.01203 -1.06299 4.09158
C 3.29897 -2.43145 4.65506
N 3.96238 -0.90677 2.55512
C 2.50701 -1.08296 2.06524
C 1.40751 -0.09640 2.74493
C 0.12787 -0.87397 3.49114
C -0.59333 -2.00253 2.54392
C -1.95109 -1.29234 1.87307
C -3.00008 -2.37363 1.22777
O -2.74507 -2.65228 -0.20832
C -2.01819 -3.92214 -0.36706
C 4.69861 -2.10585 1.92043
C 4.86588 -2.04596 0.29427
O 5.41827 -3.38874 -0.09606
C 6.03789 -3.13400 -1.43906
O 7.25893 -3.65836 -1.64808
S 4.68970 0.60685 2.08917
O 6.23705 0.40772 1.82382
O 4.64175 1.66503 3.26179
C 4.07259 1.48333 0.58032
F 4.54823 0.90056 -0.73320
F 2.60969 1.62344 0.41893
C 4.61691 3.06806 0.48978
F 5.93491 3.27927 1.12101
F 4.82305 3.38414 -0.97541
C 3.51293 4.16389 1.00679
F 2.48423 4.52237 -0.04056
F 4.28084 5.44780 1.22212
F 2.86832 3.86012 2.30125
H 8.28765 -3.40411 5.72392
H 7.82123 -1.71484 6.47253
H 8.42056 -1.76783 4.65450
H 5.67079 -2.89415 6.06172
H 5.97743 -3.29178 4.24470
H 5.33355 -0.55767 5.87301
H 6.29379 -0.35290 4.27940
H 3.41171 -0.17732 4.62709
H 3.72507 -3.43326 4.23074
H 3.50846 -2.44859 5.83042
H 2.13896 -2.47810 4.53832
H 2.15213 -2.22084 2.14853
H 2.43651 -0.86846 0.89144
H 0.85168 0.51519 1.88017
H 1.86278 0.76300 3.43767
H 0.37293 -1.21929 4.58193
H -0.68367 -0.00540 3.61941
H -1.02706 -2.89052 3.21162
H 0.04139 -2.37103 1.63327
H -2.53705 -0.62626 2.64205
H -1.52344 -0.63878 0.97053
H -4.07345 -1.85183 1.25802
H -3.08964 -3.33168 1.89366
H -2.75283 -4.67714 -0.91422
H -1.05533 -3.68399 -1.02133
H -1.61696 -4.35075 0.65064
H 5.78182 -2.25967 2.33495
H 4.12789 -3.13586 2.11802
H 3.87685 -1.94311 -0.31865
H 5.70242 -1.28212 -0.08293
H 5.49945 -2.48281 -2.25247
C -4.40421 5.33507 3.46115
C -2.98115 4.90156 3.80384
N -2.52807 3.70203 3.09145
C -1.26322 3.16764 3.61326
C -0.01579 4.03434 3.46510
C -2.62749 3.73836 1.62993
C -1.86955 4.84386 0.90127
H -5.12275 4.53501 3.66330
H -4.68271 6.19997 4.07287
H -4.49976 5.63737 2.41427
H -2.96427 4.69725 4.88172
H -2.30733 5.74929 3.63508
H -1.06839 2.18928 3.15611
H -1.40038 2.95355 4.68061
H 0.36729 4.01894 2.44292
H 0.78207 3.64394 4.10629
H -0.18831 5.07282 3.75954
H -3.68697 3.81732 1.36043
H -2.31948 2.77194 1.22105
H -1.95134 5.81321 1.40049
H -2.27327 4.96215 -0.10876
H -0.81081 4.59700 0.79141
C 1.43690 -0.37728 -1.74815
C 1.39954 -0.22614 -3.26677
N 0.96112 -1.42944 -3.98198
C 1.16637 -1.34134 -5.43381
C 0.36670 -0.28947 -6.19755
C -0.32762 -1.99447 -3.57317
C -1.55567 -1.09602 -3.68380
H 2.09027 -1.20169 -1.44695
H 1.82502 0.54201 -1.29637
H 0.44106 -0.54637 -1.32842
H 2.42061 0.01901 -3.58486
H 0.77701 0.64059 -3.51655
H 0.97780 -2.32341 -5.88561
H 2.23189 -1.15197 -5.61462
H -0.67268 -0.59384 -6.33497
H 0.79167 -0.15918 -7.19882
H 0.38434 0.68824 -5.70901
H -0.24141 -2.32653 -2.53219
H -0.51387 -2.91560 -4.13250
H -1.36419 -0.07385 -3.34607
H -2.36253 -1.49846 -3.06400
H -1.93284 -1.05924 -4.70865
C -5.46310 -0.07728 -2.79675
C -5.50046 0.07386 -4.31537
N -5.93888 -1.12944 -5.03058
C -5.73363 -1.04134 -6.48241
C -6.53330 0.01053 -7.24615
C -7.22762 -1.69447 -4.62177
C -8.45567 -0.79602 -4.73240
H -4.80973 -0.90169 -2.49555
H -5.07498 0.84201 -2.34497
H -6.45894 -0.24637 -2.37702
H -4.47939 0.31901 -4.63346
H -6.12299 0.94059 -4.56514
H -5.92220 -2.02341 -6.93421
H -4.66811 -0.85197 -6.66321
H -7.57268 -0.29384 -7.38357
H -6.10833 0.14082 -8.24742
H -6.51566 0.98824 -6.75760
H -7.14141 -2.02653 -3.58079
H -7.41387 -2.61560 -5.18110
H -8.26419 0.22615 -4.39467
H -9.26253 -1.19846 -4.11260
H -8.83284 -0.75924 -5.75725

- net charge = +1
- frontier orbital gap (eV) = 4.052

Mulliken population analysis, charges in e, atoms 1 to 8: atom 1 (C): -1.08, atom 2 (C): -0.25, atom 3 (C): -0.62, atom 4 (C): 0.41, atom 5 (C): -1.21, atom 6 (N): 0.32, atom 7 (C): 0.16, atom 8 (C): -0.47

---

no.,energy (eV)
1,-6790.761
2,-13893.603
3,-36220.835
4,-29730.283
5,-58882.030
6,-11407.280
7,-83561.431
8,-84595.904